Molecular formula: C28H30HgIN
Method: DFT, the ωB97M-V functional and the def2-TZVPD basis

Results
Kohn-Sham gap (alpha / beta) = 5.775 / 4.964 eV
Lowest unoccupied orbital energy (alpha / beta) = 0.09614 / 0.06792 Eh
Electronic energy = -1590.849747 Ha
Multiplicity = 2
E_HOMO (alpha / beta) = -0.1161 / -0.1145 Eh
Total charge = -1
Relative energy (zero: lowest compared OMol25 entry of this formula, charge and spin) = 89.4 kJ/mol

Geometry as XYZ:
```
61
Properties=species:S:1:pos:R:3:lowdin_charge:R:1
Hg -0.0734 0.1505 -3.2322 0.67
I -3.2387 1.4828 -2.2229 0.85
C -2.1239 2.8616 -1.1424 -0.67
C -2.7330 3.4470 -0.0720 -0.18
C -2.0646 4.4565 0.6572 -0.10
C -0.8014 4.8242 0.3099 -0.06
C -0.1315 4.1987 -0.7742 -0.19
C 1.2056 4.5540 -1.0909 -0.07
C 1.8302 4.0041 -2.1679 -0.10
C 1.1525 3.0543 -2.9737 -0.20
C -0.1068 2.6367 -2.6596 -0.23
C -0.7946 3.1997 -1.5495 -0.29
H -3.7313 3.1475 0.2159 0.08
H -2.5684 4.9354 1.4876 0.10
H -0.2809 5.6004 0.8601 0.10
H 1.7175 5.2660 -0.4529 0.10
H 2.8543 4.2737 -2.4010 0.09
H 1.6616 2.6533 -3.8424 0.06
C -1.6815 -5.1651 1.5104 -0.07
C -1.7419 -4.1956 0.3532 -0.31
C -2.5999 -4.4383 -0.7106 -0.07
C -2.6294 -3.5260 -1.7754 -0.31
C -3.5582 -3.7533 -2.9471 -0.07
C -1.8112 -2.4202 -1.7574 -0.06
C -0.9077 -2.1098 -0.6860 -0.31
C -0.9221 -3.0717 0.3728 -0.02
N -0.1941 -0.9724 -0.7793 0.00
C 0.7447 -0.5437 0.2456 -0.48
C 0.0497 -0.2205 1.5918 -0.08
C 1.0492 0.3571 2.6036 -0.29
C 2.1744 -0.6600 2.8412 -0.13
C 2.9047 -0.9421 1.5198 -0.29
C 3.4986 0.3607 0.9792 -0.13
C 2.3673 1.3645 0.7457 -0.29
C 1.6498 1.6587 2.0665 -0.12
C 1.3650 0.7698 -0.2480 -0.13
C 1.9117 -1.5267 0.5042 -0.08
H -2.3554 -6.0081 1.3495 0.06
H -1.9646 -4.6793 2.4479 0.07
H -0.6706 -5.5597 1.6399 0.07
H -3.2323 -5.3209 -0.7207 0.09
H -4.1138 -4.6859 -2.8357 0.06
H -3.0001 -3.7967 -3.8855 0.07
H -4.2779 -2.9356 -3.0369 0.07
H -1.8371 -1.7278 -2.5957 0.01
H -0.2946 -2.9406 1.2412 0.07
H -0.4037 -1.1196 2.0100 0.10
H -0.7617 0.4878 1.3913 0.13
H 0.5331 0.5547 3.5493 0.13
H 1.7529 -1.5909 3.2367 0.12
H 2.8817 -0.2706 3.5835 0.11
H 3.7093 -1.6627 1.6999 0.13
H 4.0182 0.1665 0.0346 0.12
H 4.2333 0.7637 1.6874 0.11
H 2.7742 2.2928 0.3343 0.13
H 0.8599 2.3993 1.8987 0.11
H 2.3529 2.0775 2.7975 0.11
H 1.8605 0.5807 -1.2086 0.09
H 0.5536 1.4751 -0.4278 0.09
H 1.5347 -2.4761 0.8815 0.10
H 2.4050 -1.7352 -0.4516 0.12
```